Entry from OMol25: an isolated molecule of C5H13PS (ωB97M-V/def2-TZVPD).

Output
HOMO energy (eV): -8.50
Frontier orbital gap (eV): 8.246
LUMO energy (Ha): -0.00939
SMILES string: CSPC(C)(C)C

```
! RIJCOSX wB97M-V def2-TZVPD def2/J DEFGRID3
* xyz 0 1
C -0.769 -1.101 1.192
C -1.249 0.073 -0.974
C -0.092 -2.231 -0.994
C 1.126 3.142 0.461
C -0.243 -0.895 -0.241
P 1.535 -0.128 -0.338
S 1.710 1.744 1.485
H -0.922 -2.107 1.361
H -0.097 -0.598 1.982
H -1.738 -0.535 1.294
H -1.138 -0.113 -2.054
H -0.925 1.088 -0.614
H -2.283 -0.245 -0.680
H 0.030 -1.894 -2.026
H 0.713 -2.805 -0.582
H -1.021 -2.706 -0.889
H 0.093 2.980 0.404
H 1.809 3.206 -0.450
H 1.408 4.019 1.004
H 2.055 -0.893 0.659
*
```

Entry from OMol25: a cluster of 2 separate species, C5H14 in total (ωB97M-V/def2-TZVPD).

Output
HOMO energy (spin up / spin down) (eV): 1.57 / -7.32
Frontier orbital gap (spin up / spin down) (eV): 2.624 / 11.659
LUMO energy (spin up / spin down) (Ha): 0.15405 / 0.15957

```
! RIJCOSX wB97M-V def2-TZVPD def2/J DEFGRID3
* xyz -1 2
C 0.797 2.149 -0.722
C 1.219 1.026 -1.686
C 0.876 1.554 0.690
H 1.493 3.007 -0.905
H -0.254 2.361 -0.949
H 1.275 0.059 -1.290
H 2.047 0.980 -2.275
H 0.564 0.551 0.805
H 2.032 1.620 1.071
H 0.515 1.059 -2.492
H 0.364 2.311 1.363
C -1.361 -1.353 1.057
C -1.407 -2.769 0.491
H -2.200 -0.697 0.714
H -1.252 -1.527 2.065
H -0.508 -0.671 0.820
H -0.738 -3.401 1.097
H -2.342 -3.293 0.596
H -1.118 -2.964 -0.450
*
```

Entry from OMol25: a cluster of 2 separate species, C5H14 in total (ωB97M-V/def2-TZVPD).

Output
HOMO energy (spin up / spin down) (eV): 1.53 / -7.77
Frontier orbital gap (spin up / spin down) (eV): 2.618 / 11.939
LUMO energy (spin up / spin down) (Ha): 0.15255 / 0.15340

```
! RIJCOSX wB97M-V def2-TZVPD def2/J DEFGRID3
* xyz -1 2
C -1.451 -0.641 -2.108
C -1.328 -1.971 -2.851
H -1.973 -0.824 -1.155
H -0.458 -0.340 -1.791
H -2.087 0.092 -2.604
H -0.654 -2.631 -2.307
H -0.943 -1.829 -3.859
H -2.296 -2.455 -3.017
C 0.845 1.504 1.517
C 1.662 0.412 0.799
C 0.510 1.037 2.964
H 1.419 2.424 1.631
H -0.102 1.706 1.034
H 1.359 0.385 -0.246
H 1.433 0.864 3.518
H 0.109 1.916 3.504
H -0.251 0.264 2.928
H 2.728 0.643 0.792
H 1.478 -0.557 1.251
*
```

Entry from OMol25: a cluster of 2 separate species, C5H14 in total (ωB97M-V/def2-TZVPD).

Output
HOMO energy (spin up / spin down) (eV): 1.54 / -7.51
Frontier orbital gap (spin up / spin down) (eV): 2.653 / 11.774
LUMO energy (spin up / spin down) (Ha): 0.15409 / 0.15683

```
! RIJCOSX wB97M-V def2-TZVPD def2/J DEFGRID3
* xyz -1 2
C -2.570 -1.108 1.323
C -1.027 -1.181 1.400
H -2.843 -0.142 0.887
H -2.841 -1.835 0.565
H -3.069 -1.266 2.276
H -0.617 -2.191 1.448
H -0.633 -0.620 2.252
H -0.694 -0.794 0.446
C 1.380 0.320 -0.484
C 2.470 1.180 -1.123
C -0.005 0.768 -1.084
H 1.600 -0.738 -0.617
H 1.340 0.475 0.599
H 2.707 2.122 -0.621
H 2.201 1.464 -2.143
H -0.108 0.058 -1.910
H -0.903 1.002 -0.521
H 3.464 0.714 -1.202
H 0.147 1.775 -1.491
*
```

Computed energy (a.u.) in order:
-937.769546, -198.766525, -198.820147, -198.805785
Computed energy above the lowest of the compared OMol25 structures with the same formula, charge and spin (kJ/mol) in order:
281.3, 173.3, 32.5, 70.2